1.
Formula: C69H148F21N8O25S7
Source: the Open Molecules 2025 dataset
Level of theory: the ωB97M-V functional and the def2-TZVPD basis

Summary:
Strongest force on any atom (eV/A): 4.50
Highest occupied orbital energy (Eh): -0.2878
Charge: +1
Frontier orbital gap (eV): 5.786
Spin multiplicity: 1

Positions of all 278 atoms, in Å:
H 8.81645 0.94676 -2.32799
H 3.76427 3.89721 -0.28603
C 3.08626 4.35613 0.43355
C -9.19945 1.87217 -2.64771
F 1.67575 1.77494 6.38913
H -10.42742 4.67888 -4.22676
O -5.56197 1.54156 3.71990
H 0.93811 4.29675 0.79169
C 9.62073 0.19857 5.21622
H -8.08846 3.27509 -1.55902
H 1.42776 -7.66595 0.71408
H 9.03095 0.16736 3.07580
O 5.29015 11.27366 -3.15499
O 7.47728 -4.49954 -5.04083
H -2.36377 14.18953 -0.89195
H -0.07829 -6.72077 6.23116
N 1.01070 0.15009 0.83386
H 10.42000 -2.33465 0.10968
C 5.95018 -2.51273 -6.13521
O -6.06921 -7.92211 -3.89568
H 2.27546 -10.44853 -6.14210
H 0.45969 2.41572 -0.95303
C 2.11536 -9.88566 -3.22155
H 9.67487 3.54078 7.27595
H 2.41623 12.57662 2.41642
H 9.70004 -1.51424 -2.69832
H -1.46095 1.44119 -0.07131
C -0.31721 11.47958 2.72771
H -0.32702 -1.32143 -0.21567
C 7.77754 -7.68174 5.22320
S 4.54141 10.70866 -4.24927
C -0.14909 -0.24709 -0.16843
C 0.15934 -7.16129 8.85216
C -3.95705 -7.46555 3.09464
H 2.46285 -0.31983 -0.87856
O -2.61357 -5.69622 1.54898
C 2.34082 -0.32943 0.20455
O 5.86948 -6.09074 4.29298
H -8.41031 1.88677 -0.55502
H 7.28809 0.14688 -2.22184
H 8.25770 0.19698 6.76525
C -13.37520 2.11572 -5.84047
C -1.50286 14.71340 -1.30727
H 0.68919 11.62989 0.88812
F -5.04671 -1.18033 -8.66768
H -0.40949 12.76142 -1.33578
H 0.20733 -7.97641 -4.15585
C 8.15830 0.42986 -1.62959
H 11.51546 -4.20165 -1.28986
O -5.71582 2.82703 5.77253
O 5.54150 -3.78225 -3.76652
C -7.16727 -8.41583 -3.13391
H 0.98896 -10.47949 7.05721
C 0.64736 -4.95996 -4.05678
H 8.95445 -3.99181 -1.92023
C 3.40543 -8.04047 -0.20185
C 2.08385 -5.79884 7.89723
C 3.93714 9.10808 -3.40031
H 1.56547 -6.65589 -1.73928
H 2.15927 2.02283 -0.83505
H 2.50639 15.18382 1.68275
H 3.24308 5.43475 0.44306
C 2.60999 -1.75450 0.78729
C -10.13967 3.15593 -0.82395
H 3.17356 0.26832 0.57513
F 3.68507 2.79916 6.51281
H 1.26351 -5.36736 -4.85833
F 6.85935 -2.67883 -7.11495
H 0.40736 9.61519 3.69027
H 3.72712 13.62683 2.93358
H -0.20890 -0.71293 2.31954
C 9.89506 -1.22682 -1.66514
C 0.86168 -0.63088 2.13186
N -10.29650 2.82258 -3.28260
C 0.82283 -7.31035 6.39993
F 2.70287 2.47413 8.30258
H -9.84737 6.10180 -6.04384
C 3.27453 13.14906 2.06468
H -12.46630 3.94349 -5.18519
H 11.19403 -3.32877 -2.74887
O -6.74685 3.73177 3.84833
C -0.16918 12.10549 1.36257
C -0.13021 13.56396 1.38401
H -9.39353 -4.99406 -4.34539
H -11.78427 3.97840 -2.29216
C -8.56938 3.85178 -4.96124
H -7.25631 -9.43534 -3.50912
H 10.68680 -0.48029 -1.60236
H 1.43081 -9.43706 9.71562
O 5.26944 -5.03519 -5.98463
C 11.37956 -3.19423 -1.68323
H -10.55296 2.74884 0.09885
H 8.98534 -4.14608 -0.27424
H -6.93834 -8.41577 -2.06823
C -0.40780 -5.99454 -3.56700
C -2.58367 -0.25552 -0.94480
H 0.28838 -8.81301 -0.85067
H -1.13291 16.65094 -1.37950
H 3.56803 -6.96275 -0.18839
H 2.54554 -10.29410 8.86666
N 9.00052 -0.43166 6.49483
O 3.93316 -0.18207 6.02558
F -4.41292 -7.51619 4.39456
H -13.08877 2.27399 -6.88019
F 9.00513 -7.55462 5.59963
H 9.22032 4.20118 5.71551
H 7.97297 -0.88273 4.13892
H -2.25634 -0.01168 -1.95549
C 1.60924 3.99551 -0.01264
C -9.41873 -5.15222 -3.26722
H -11.38901 1.18536 -3.93304
C 8.89870 3.52870 6.51076
H 12.27573 -2.57461 -1.65092
H -1.97411 0.28160 1.02833
F 7.66660 -8.57154 4.16375
F 7.11941 -8.14286 6.24793
H -1.16094 13.91486 1.43478
H -11.85039 2.28678 -1.92587
H 2.26056 -5.49498 8.92899
H 0.05754 2.01945 1.38397
H 3.08250 -5.79356 7.46045
C 1.29743 -9.21840 -0.77603
H 3.83437 -9.69856 -1.51913
C -8.82680 2.49983 -1.35426
F -4.74133 -8.13127 2.21863
H 0.21385 -4.13545 -4.62278
H 4.21789 -9.79455 -3.86676
N 2.06504 -8.75801 -2.06580
H -9.26182 -6.68150 -0.93290
H -1.71690 14.97513 -2.34350
F 5.04134 8.46015 -2.91089
F 4.64176 -2.43609 -6.60099
O 3.35122 11.43153 -4.71359
N 8.99787 -3.49194 -1.04368
C -8.01251 5.11983 -5.62309
S -3.61078 -5.64636 2.59181
C -0.23960 13.83506 -1.25484
H 0.50816 16.25426 0.83558
H 8.14831 -2.94718 -1.00384
C 1.62251 -7.33114 -2.59303
C 2.89592 14.32877 1.13026
H 2.05277 -2.07688 2.86569
H -7.22380 4.94676 -6.35526
F -2.81659 -8.12592 3.17459
H 10.59787 1.71222 6.23549
C 0.21241 -7.36854 -3.25111
H -0.59207 -7.79517 -2.65202
C -8.90135 5.92138 -6.55432
H -8.39245 6.85321 -6.80098
H 2.86608 -7.93457 9.02649
O -7.94274 -1.95054 -8.17364
H 3.61750 -1.89341 1.17939
C -11.16325 3.12893 -2.00786
H 1.15909 -9.90572 -3.74426
C -1.52431 0.35858 0.03845
H 3.97073 -10.43085 -6.16697
H 2.44417 -6.97968 -3.21708
C -1.18657 15.95470 -0.54255
F 3.26548 8.25475 -4.22755
O 8.07367 -5.60680 3.42438
C 1.59104 -1.89230 1.89573
C -7.00752 -5.26157 -3.30873
H 0.62438 9.58546 2.00862
C 3.13476 -10.63473 -5.49787
H -9.70285 0.90970 -2.55646
C 1.71666 -9.61175 8.67837
S -7.44592 -0.76670 -7.45700
S 3.67714 0.31972 7.37279
H -1.07259 -5.60086 -2.79813
H -14.43408 2.37093 -5.88214
C -9.55429 4.16966 -3.81876
C 2.32609 -8.29768 8.15204
S 6.06987 -4.13779 -5.13066
O 8.69595 -0.79227 -1.05063
C -11.19446 2.15722 -4.38661
C 2.03578 13.87324 -0.02590
C -5.43852 -0.84846 -7.41462
C -4.01188 3.79188 3.93733
H 2.53583 -2.51844 0.01335
H 3.29353 3.98519 1.43731
O -3.21729 -4.96669 3.80189
H 10.55740 -0.32562 5.02657
H -9.32533 -4.22509 -2.70171
H 4.17584 -8.39682 0.48196
H 8.59214 -1.35439 6.45123
H 7.90672 0.80061 4.11455
O 8.66254 2.29773 5.99832
H 0.32559 -0.03391 -1.12621
H 0.94140 16.06833 -0.84608
N 1.34633 -7.16489 7.84561
H 9.67140 -0.58210 7.23469
O 0.67603 -10.20474 7.92219
C 10.24154 -2.51154 -0.95096
H -0.45775 -8.05785 8.79343
H 1.84874 1.92279 1.71860
H 1.48975 -5.00763 7.43991
H -9.33003 -7.93620 -3.13610
F 6.33953 -1.46728 -5.37394
H -3.45770 0.38161 -0.80975
F 3.17367 9.44946 -2.36569
H 3.73037 14.73177 0.55633
O -7.70098 -0.74071 -6.03678
O 4.89611 0.50424 8.15385
H -8.49154 -7.21168 -4.44244
H 4.11181 -8.13726 -2.32162
H 3.20713 -11.71031 -5.33671
C 0.22327 15.75268 -0.08928
C 9.81442 1.66617 5.47906
C -8.35606 -6.18966 -1.28757
H -7.48143 5.74572 -4.90593
S -5.66402 2.90596 4.30061
H 1.60808 -7.12277 5.66762
H 10.19129 2.07680 4.54233
H -10.26271 -5.70136 -2.84978
H -8.30723 1.76202 -3.26407
H 2.04607 -9.11038 1.23472
H 7.94776 3.93727 6.85263
H 0.50227 -7.09967 9.88498
H 7.79765 1.06755 -0.82251
O -4.87961 -5.13618 2.13941
H -6.19311 -5.58474 -2.66035
H 0.36923 13.98596 2.25612
H -6.78338 -5.46878 -4.35512
O -7.76632 0.44464 -8.27557
O 5.25392 10.25485 -5.41706
H -1.10021 11.87071 0.84665
H 2.40405 14.24850 -0.98071
H -7.73577 3.21738 -4.66001
H 1.48102 4.60977 -0.90391
C -0.03822 9.99523 2.77096
H 1.37548 0.02060 2.83874
H -1.83065 16.30450 0.26423
N -8.21685 -6.07126 -2.82406
H -9.10876 3.31643 -5.74262
H 2.18499 -10.83510 -2.69068
H 0.35236 11.98371 3.42459
H -9.83175 4.16783 -0.56060
C 1.34043 2.52547 -0.32031
H -9.20387 4.71797 -2.94431
H -13.20055 1.04280 -5.92078
C 2.05016 -8.48102 0.34479
F -4.93605 0.36079 -7.13561
N 0.47594 14.20162 0.07291
C -12.57099 2.92750 -4.80449
H -5.40742 -8.59930 -4.05396
S 7.28434 -5.90603 4.65592
F -3.01960 2.93888 4.21546
F -5.09829 -1.78304 -6.50161
H -7.16476 -4.19733 -3.13335
H 4.04640 12.53113 1.60590
H -0.93635 9.40401 2.59232
H 1.46664 -10.29269 -0.70278
F -3.86465 4.87582 4.68309
O 7.63201 -5.06835 5.79467
H 3.18362 -8.71971 -4.79403
H -13.24187 2.92966 -3.94541
H 2.03134 12.80468 -0.24098
H 0.63328 -8.35221 6.14161
H 0.47374 13.97022 -2.06785
H -1.18323 -6.20124 -4.30462
H -7.52136 -6.71072 -0.81867
C 3.21746 -9.68287 -4.28483
H -2.71260 -1.31924 -0.74485
H -9.10438 5.35106 -7.46075
C 8.62891 -0.01473 4.07245
H -8.30014 -5.27190 -0.70217
H 0.82457 -2.62413 1.64070
H -1.34531 11.69188 3.02102
C 1.03996 1.72447 1.01529
H -0.40543 -6.24837 8.66321
C 2.88387 1.96729 7.09556
O 2.56666 -0.34496 8.07126
C -8.38449 -7.45456 -3.38525
C 3.49684 -8.66474 -1.59245
H -10.47402 1.95081 -5.17810
F -3.94842 4.07525 2.61158
H 1.27474 -4.67021 -3.21385
H 3.01359 -8.45339 7.32066


2.
Formula: C19H48FN3O15PS2
Source: the Open Molecules 2025 dataset
Level of theory: the ωB97M-V functional and the def2-TZVPD basis

Summary:
Strongest force on any atom (eV/A): 6.90
Highest occupied orbital energy (Eh): -0.4259
Charge: +1
Frontier orbital gap (eV): 7.247
Spin multiplicity: 1

Positions of all 89 atoms, in Å:
H -4.26276 4.92418 6.52437
H 1.35926 -6.35370 -3.20562
H -3.53069 -2.92871 2.35233
H 5.12932 1.73566 -0.17809
O 4.83551 2.42495 1.72067
C 7.79912 2.81157 -3.97149
H -4.58420 1.00382 -0.89448
H 4.43687 -0.63033 0.36328
H -1.52803 2.29924 -2.23404
H 7.61860 3.30768 -4.92646
H 8.01096 0.97762 -3.41212
H -4.22419 -0.91412 -2.07215
C -1.32938 0.01713 -2.19721
O 8.19492 1.46938 -4.22660
H 8.63095 3.30988 -3.45998
O -4.88004 4.37662 6.02116
H -4.59509 2.43166 1.31908
C -3.49340 -0.87678 -1.21551
O 2.23383 -4.48062 -3.24978
O -0.74866 -0.98197 4.22099
O -3.01818 -2.37798 -3.82367
H 6.20285 1.04337 1.06142
C -2.15685 1.38776 -2.03596
O -0.01104 0.04922 0.49159
C -4.05583 0.29277 1.10941
C 4.20682 0.20282 1.03439
H 1.62916 -2.68867 2.94406
C 5.17916 1.35346 0.84594
O 2.73767 -4.99127 -5.95660
H -0.76226 -2.44608 5.65764
H 7.43257 2.68098 -1.36574
C -3.09746 -0.73532 1.86049
S -2.12965 -2.56966 -2.70502
H 6.23461 3.84848 -2.87696
H -3.08574 1.42876 -2.67917
C -0.15590 -2.13431 4.80612
H -5.98909 4.52897 4.32141
H -5.48830 6.08380 5.02916
H 3.02169 -4.28388 -5.35812
H -2.49780 -0.24876 2.69257
C -3.67349 0.49160 -0.42694
H 3.08218 -6.28861 -3.64978
H 1.34657 -4.09878 -3.22009
H 4.22968 -0.15174 2.06650
O 0.81154 1.88416 -1.26608
H -4.27515 -1.70595 3.56924
H -3.78523 -1.73706 -0.52746
H -1.04945 -3.49068 3.38513
O 0.71202 -2.77102 2.64955
H 2.80540 0.83141 -0.17371
H -4.13046 5.54391 2.96114
O -0.80520 -3.06043 -3.03410
O -3.53800 3.70625 3.65923
S 1.65649 -0.96054 -1.72271
C -0.24701 0.75887 -4.06383
C -0.05860 -3.23700 3.76599
N -1.03128 -0.12525 -3.63553
H -4.53765 1.58907 2.91990
H -1.58934 -1.50904 -0.75753
P 0.27844 0.28493 -1.16271
C 6.55392 2.82656 -3.10207
H -2.94411 2.05213 2.06580
C 2.11303 -5.80442 -3.77780
H -2.95762 2.39105 -0.49291
C -4.00944 -1.90362 2.48197
H 0.40838 -4.13602 4.17663
H 0.84076 -1.84992 5.16185
H 0.79114 -5.20641 -5.38154
H -5.14952 -0.00952 1.13304
H -5.01421 -1.98229 1.94958
H 0.44435 -0.80967 0.67049
C -5.16772 5.06320 4.80203
N -2.53542 1.45162 -0.57954
N -2.06059 -1.16781 -1.62878
O 2.87467 0.65934 0.77800
H -3.09800 5.55352 4.41304
C -3.93496 5.05114 3.91526
H -3.71029 3.21874 4.48040
F -2.80930 -3.74061 -1.75133
H 3.86779 2.44021 1.75594
H 0.51742 2.30943 -0.42242
C 1.74742 -5.72762 -5.24986
O 0.25057 1.77939 -4.31309
H -2.31004 -1.20012 1.17240
C -3.99741 1.67794 1.92726
H 5.73743 2.29691 -3.59595
H 1.67502 -6.72328 -5.69038
H -0.41424 -0.94730 3.31222
O 6.82018 2.13571 -1.87780


3.
Formula: C4H3FO
Source: the Open Molecules 2025 dataset
Level of theory: the ωB97M-V functional and the def2-TZVPD basis

Summary:
Strongest force on any atom (eV/A): 3.82
SMILES: Fc1ccco1
Highest occupied orbital energy (Eh): -0.3162
Frontier orbital gap (eV): 9.676
Energy relative to the best compared isomer or geometry (same formula, charge and spin) (kJ/mol): 31.73
Spin multiplicity: 1

Positions of all 9 atoms, in Å:
C -0.83882 -0.66124 -0.56247
C 0.16341 -0.93591 0.30353
O -0.90551 0.62286 -0.83863
C 0.81103 0.25306 0.60233
F 0.41431 2.37348 -0.51774
H -1.63454 -1.28649 -1.01724
C 0.20313 1.13605 -0.22433
H 0.25893 -1.94729 0.77937
H 1.52805 0.44548 1.47517